1.
{
  "formula": "C33H25BaF6N3O3S",
  "method": "ωB97M-V with the def2-TZVPD basis set",
  "lumo_energy_ev": 4.19,
  "homo_lumo_gap_ev": 5.50,
  "charge": -2,
  "elements": ["Ba", "O", "C", "C", "C", "C", "C", "C", "C", "N", "C", "C", "N", "C", "C", "C", "C", "C", "C", "C", "O", "H", "H", "H", "H", "H", "H", "H", "H", "H", "H", "H", "H", "H", "H", "S", "C", "C", "C", "C", "C", "C", "N", "C", "C", "C", "C", "C", "C", "C", "H", "H", "H", "H", "H", "H", "H", "H", "C", "C", "O", "C", "F", "F", "F", "C", "F", "F", "F", "H", "H", "H"],
  "xyz": [[-0.99907, -0.84067, -0.60355], [-1.23427, 0.52443, -2.24485], [-0.98017, 1.66633, -2.78115], [-1.68647, 2.14343, -3.90565], [-1.39457, 3.36043, -4.48265], [-0.37127, 4.14943, -3.98605], [0.34053, 3.71173, -2.87675], [0.04223, 2.51793, -2.25775], [0.72013, 2.00343, -1.02025], [-0.49527, 1.23713, 0.88575], [-1.03217, 1.42503, 2.20735], [-0.47997, 0.35473, 3.16035], [-0.77937, -1.02167, 2.85215], [-1.94707, -1.41197, 2.56655], [-3.20527, -0.64917, 2.47595], [-3.87887, -0.21177, 3.59925], [-5.03527, 0.54913, 3.49215], [-5.49877, 0.88483, 2.22775], [-4.85257, 0.44203, 1.09555], [-3.68817, -0.36047, 1.16045], [-3.07257, -0.76577, 0.12025], [-2.47837, 1.52363, -4.30665], [-1.96317, 3.69843, -5.34365], [-0.14007, 5.10353, -4.44605], [1.13753, 4.32853, -2.48865], [0.73083, 0.91583, -1.12775], [-0.73577, 2.40583, 2.61335], [-2.12527, 1.36663, 2.18185], [0.61313, 0.43453, 3.16165], [-0.83597, 0.58363, 4.17305], [-2.02867, -2.47177, 2.35345], [-3.49287, -0.46927, 4.58085], [-5.55977, 0.88153, 4.38005], [-6.38297, 1.50673, 2.13145], [-5.21257, 0.71543, 0.11315], [4.82703, 1.66523, -0.31955], [5.06273, -0.06387, -0.30645], [6.21273, -0.79687, -0.10295], [6.13533, -2.18297, -0.13085], [4.91433, -2.81817, -0.33465], [3.75493, -2.09697, -0.51945], [3.81733, -0.70547, -0.52895], [2.76873, 0.10783, -0.72125], [3.05093, 1.37403, -0.64665], [2.13243, 2.42503, -0.71565], [2.52163, 3.73383, -0.43765], [1.71433, 4.79573, -0.08565], [0.37473, 4.73343, 0.32805], [-0.39067, 3.62503, 0.56495], [-0.09787, 2.27163, 0.21885], [7.15263, -0.30147, 0.09215], [7.03373, -2.77087, 0.01395], [4.87893, -3.89867, -0.33805], [2.79133, -2.56267, -0.64615], [3.59363, 3.92933, -0.47295], [2.18613, 5.77193, -0.02745], [-0.06057, 5.68613, 0.62555], [-1.35327, 3.78653, 1.03865], [1.06053, -4.74237, -0.06005], [-0.33257, -4.18327, -0.44455], [-0.42467, -2.87557, -0.48985], [-0.70757, -4.79497, -1.83055], [0.10383, -4.33077, -2.79185], [-0.59077, -6.14957, -1.90495], [-1.95697, -4.52617, -2.22375], [-1.33997, -4.78097, 0.58955], [-1.42647, -6.14097, 0.55915], [-2.59327, -4.34647, 0.45115], [-0.96977, -4.50387, 1.84855], [1.76123, -4.50057, -0.85315], [1.02743, -5.81977, 0.08775], [1.37033, -4.24417, 0.85375]],
  "forces_ev_per_angstrom": [[2.19, 1.11, 1.30], [-0.45, 2.24, -3.25], [0.07, 0.96, -0.61], [-0.14, -0.19, 0.05], [-0.01, 0.15, -0.19], [0.01, 0.27, -0.15], [0.05, 0.13, -0.12], [-0.02, -0.25, -0.11], [-0.03, -0.22, -0.15], [0.60, 0.83, 0.48], [0.01, 0.24, 0.31], [-0.02, 0.61, -0.05], [0.13, -0.48, 0.02], [0.04, -0.32, 0.12], [-0.25, 0.21, -0.28], [-0.03, -0.02, 0.08], [-0.10, 0.08, 0.33], [-0.10, 0.05, 0.05], [-0.01, -0.02, -0.21], [-0.72, 0.22, 0.80], [-3.03, -0.20, 0.92], [-0.04, -0.10, 0.01], [-0.04, -0.01, -0.02], [0.04, 0.00, 0.00], [0.03, -0.02, 0.04], [0.36, 0.48, 0.00], [-0.14, -0.13, 0.08], [0.16, 0.23, 0.08], [-0.13, 0.12, 0.07], [0.05, -0.02, 0.01], [-0.04, -0.23, -0.16], [0.05, 0.02, 0.01], [0.02, 0.01, 0.01], [-0.02, -0.01, -0.03], [-0.01, 0.00, -0.10], [-0.43, -0.29, -0.05], [-0.35, 0.05, -0.06], [0.10, -0.01, 0.02], [0.20, -0.04, 0.02], [0.14, -0.22, 0.04], [-0.05, 0.18, -0.04], [1.08, -0.19, 0.16], [-1.13, 0.15, -0.19], [1.11, -0.12, 0.29], [-0.45, 0.53, -0.26], [0.00, -0.16, 0.02], [0.61, 0.45, -0.18], [-0.33, -0.37, 0.32], [-0.31, 0.89, 0.11], [-0.10, -0.65, 0.47], [0.14, 0.04, -0.03], [0.00, -0.01, 0.03], [-0.04, -0.11, 0.01], [-0.10, -0.09, -0.07], [-0.04, 0.06, 0.01], [0.02, 0.00, 0.00], [-0.04, -0.05, -0.06], [0.00, 0.03, -0.01], [-0.35, 0.13, -0.09], [0.01, -1.90, 0.00], [1.34, -4.10, 0.18], [0.14, -0.42, -0.22], [0.23, 0.33, -0.06], [0.09, -0.09, 0.15], [-0.27, 0.26, 0.10], [-0.13, -0.48, 0.20], [0.10, -0.15, -0.19], [-0.11, 0.34, -0.17], [0.24, 0.35, 0.21], [0.08, 0.00, -0.08], [0.11, -0.07, 0.03], [0.05, 0.03, 0.07]]
}

2.
{
  "formula": "C5H5N",
  "method": "ωB97M-V with the def2-TZVPD basis set",
  "lumo_energy_ev": [-0.27, -0.47],
  "homo_lumo_gap_ev": [8.16, 7.95],
  "elements": ["C", "C", "C", "C", "C", "N", "H", "H", "H", "H", "H"],
  "xyz": [[-1.27244, 1.58984, -1.37159], [-1.29230, 1.50425, -0.05502], [-0.03647, -0.03627, 0.28236], [-0.21567, 0.41529, -1.14086], [0.75748, -1.01717, 1.02589], [-0.96699, 1.00237, 1.03659], [-0.51073, -0.40082, -1.67675], [0.66563, 0.77565, -1.66290], [1.60454, -1.52600, 0.46732], [-0.00199, -1.89012, 1.33291], [1.26894, -0.41703, 1.76205]],
  "forces_ev_per_angstrom": [[-0.09, -0.12, 2.35], [-0.90, 1.52, -5.07], [-3.29, 4.82, 2.14], [0.69, 1.54, 0.79], [-0.61, -2.24, -0.65], [4.25, -5.33, 0.67], [-1.10, -2.38, -1.83], [0.54, 0.03, 0.29], [-1.25, 0.75, 0.06], [1.96, 1.93, 0.13], [-0.22, -0.51, 1.13]]
}

3.
{
  "formula": "C15H22N2O3",
  "method": "ωB97M-V with the def2-TZVPD basis set",
  "lumo_energy_ev": 0.45,
  "smiles": "CC[C@H](C)[C@H](N)C(=O)N[C@@H](Cc1ccccc1)C(=O)O",
  "homo_lumo_gap_ev": 9.22,
  "elements": ["C", "C", "C", "C", "C", "N", "C", "O", "N", "C", "C", "C", "C", "C", "C", "C", "C", "C", "O", "O", "H", "H", "H", "H", "H", "H", "H", "H", "H", "H", "H", "H", "H", "H", "H", "H", "H", "H", "H", "H", "H", "H"],
  "xyz": [[3.25247, -0.93143, 3.21386], [3.96775, -1.64466, 1.97346], [3.63390, -0.99632, 0.48921], [4.29856, 0.46195, 0.37013], [2.08834, -0.96847, 0.64551], [1.42133, -2.19403, 1.16998], [1.33993, -0.51331, -0.55449], [1.83593, -0.51007, -1.65816], [-0.04074, -0.30438, -0.45232], [-0.82877, 0.06183, 0.65115], [-1.47480, 1.46232, 0.54036], [-2.04404, 1.62515, -0.75947], [-3.46256, 1.31669, -1.01749], [-3.98392, 1.57392, -2.27471], [-3.35912, 2.25211, -3.21271], [-1.97993, 2.59349, -2.96451], [-1.28699, 2.16910, -1.79214], [-1.88136, -1.02448, 1.04067], [-3.13701, -0.89184, 1.26962], [-1.36196, -2.19694, 1.16720], [3.53601, 0.15191, 3.28710], [3.46217, -1.28548, 4.30798], [2.15135, -0.87537, 3.05661], [5.22485, -1.70548, 2.12672], [3.48834, -2.63258, 1.96315], [4.01934, -1.70801, -0.28224], [5.38264, 0.57066, 0.42447], [3.77309, 1.10066, 1.14680], [3.99183, 0.85841, -0.53805], [1.78187, -0.13096, 1.42358], [1.60340, -2.98870, 0.59389], [2.07847, -2.18537, 2.06450], [-0.30577, 0.10173, -1.44943], [-0.23278, 0.10716, 1.62235], [-2.13461, 1.63719, 1.36208], [-0.53361, 2.10111, 0.47149], [-4.06902, 0.93912, -0.31250], [-5.10363, 1.44380, -2.49884], [-3.95066, 2.72772, -4.08319], [-1.51190, 3.11724, -3.77346], [-0.29455, 2.60291, -1.43540], [-0.39324, -2.29528, 1.17647]],
  "forces_ev_per_angstrom": [[0.83, 1.29, 0.89], [2.88, 0.67, 0.29], [0.89, 0.00, 3.07], [-1.93, -1.22, 2.02], [-1.28, 2.27, 0.20], [2.15, 1.88, 2.77], [-1.33, -0.85, -0.72], [0.46, 0.41, -0.41], [1.22, 1.04, -3.59], [-1.27, 0.15, 3.10], [3.43, -0.48, 0.03], [-4.55, -0.11, -2.32], [4.55, 1.39, -2.40], [-4.48, -1.18, 1.96], [3.34, 3.12, -2.65], [-0.83, -1.14, -0.33], [-0.69, 1.99, -0.19], [-4.29, 0.87, 0.40], [4.94, 0.41, -1.05], [-0.54, -1.97, 0.40], [-0.07, -0.82, -0.31], [-0.22, -0.08, -2.32], [0.76, -0.25, 0.64], [-3.75, -0.01, -0.30], [1.57, -0.25, -0.08], [-0.58, 0.64, 0.55], [-0.15, -0.56, 0.33], [0.95, -0.60, -0.64], [-0.51, 0.79, -1.91], [1.03, -1.52, -1.32], [0.58, -0.63, -0.41], [-2.99, -1.57, -2.12], [0.09, -1.16, 2.80], [-0.26, -0.16, -1.25], [-0.21, 0.27, 0.51], [-1.26, -0.17, 1.06], [-1.73, -1.39, 2.63], [1.65, -0.29, 0.85], [1.40, -1.11, 1.29], [0.61, 0.38, 0.02], [-1.10, -0.75, -1.28], [0.72, 0.72, -0.18]]
}